ORCA calculation (ωB97M-V/def2-TZVPD) on C18H29N5O3 in the gas phase.

Output
SMILES string: COCCCNC(=O)C1CCN(c2ccc(N3CCOCC3)nn2)CC1
DFT total energy: -32728.7639 eV
Gap between HOMO and LUMO: 7.87 eV

The geometry in ORCA input format:
```
! wB97M-V def2-TZVPD RIJCOSX def2/J DEFGRID3
* xyz 0 1
O 5.80232 2.21424 -0.59075
O -7.55110 1.47593 -0.06807
O 3.84158 -2.31881 0.18705
N -1.56296 0.17801 0.68926
N -2.77626 0.60026 0.48741
N 4.55370 -0.18370 0.19888
N -4.96489 0.36111 -0.15549
N 0.08732 -1.43031 0.71223
C -1.18874 -1.06008 0.37531
C -3.40001 -1.51251 -0.40686
C 1.50976 -1.77330 -1.26003
C -5.14673 1.77764 0.08765
C 3.66359 -1.15074 -0.09913
C -3.71045 -0.18021 -0.04706
C 5.84153 -0.45636 0.79019
C 6.95199 1.70883 0.06013
C 0.96881 -0.39974 1.22007
C 0.81931 -2.41655 -0.05188
C -6.51371 1.99686 0.73554
C 1.63678 0.35320 0.06841
C 6.96716 0.18440 -0.02152
C 2.42115 -0.62253 -0.82088
C -2.12526 -1.95624 -0.19348
C -6.02248 -0.19080 -0.96831
C -7.36542 0.09910 -0.28622
C 5.72146 3.61565 -0.56068
H -5.10337 2.33283 -0.86093
H 5.67279 3.98861 0.46989
H 5.86583 -0.07549 1.81923
H -8.19419 -0.22665 -0.91753
H 4.81045 3.88865 -1.08948
H -4.34295 2.11580 0.73968
H 4.43344 0.75629 -0.15012
H 6.58425 4.07304 -1.05921
H -6.02090 0.27427 -1.96712
H 0.85429 0.83380 -0.52257
H -4.13721 -2.17573 -0.83249
H 1.58074 -2.85113 0.60003
H 0.75135 -1.38790 -1.94665
H 0.15826 -3.21657 -0.38226
H 7.85440 2.11808 -0.41997
H 2.10000 -2.53028 -1.77767
H 7.92738 -0.16881 0.35543
H 2.77603 -0.08805 -1.71108
H 5.95591 -1.54324 0.81906
H -6.72182 3.06168 0.84839
H -5.91045 -1.26749 -1.08064
H 1.72699 -0.88712 1.84034
H 6.87186 -0.11341 -1.06640
H 0.37730 0.28565 1.82644
H 2.29039 1.13105 0.46458
H 6.95336 2.03176 1.11336
H -7.40326 -0.43985 0.67363
H -6.53174 1.51333 1.72391
H -1.85690 -2.97075 -0.44335
*
```

***

ORCA calculation (ωB97M-V/def2-TZVPD) on C5H6N2OS2 in the gas phase.

Output
SMILES string: CNC(=S)n1sccc1=O
DFT total energy: -31979.3736 eV
Gap between HOMO and LUMO: 9.05 eV

The geometry in ORCA input format:
```
! wB97M-V def2-TZVPD RIJCOSX def2/J DEFGRID3
* xyz 0 1
S -0.52081 -2.69358 0.25975
S 2.12083 -1.04986 0.53180
O 0.01529 1.85935 -0.47233
N -1.46605 -0.17746 0.03115
N 0.80129 -0.28527 0.01406
C 3.04186 0.31752 0.16606
C 2.33448 1.38099 -0.13939
C 0.95570 1.10142 -0.28399
C -2.80012 -0.68907 -0.02158
C -0.51999 -1.09337 0.09607
H -3.19382 -0.90635 1.01998
H 2.81914 2.38363 -0.42252
H 4.12627 0.44532 0.53504
H -2.86295 -1.44459 -0.73581
H -3.56194 0.08381 -0.26837
H -1.28917 0.76752 -0.30993
*
```

***

ORCA calculation (ωB97M-V/def2-TZVPD) on C3H5FS in the gas phase.

Output
SMILES string: CC(=S)CF
DFT total energy: -16742.1507 eV
Gap between HOMO and LUMO: 8.72 eV

The geometry in ORCA input format:
```
! wB97M-V def2-TZVPD RIJCOSX def2/J DEFGRID3
* xyz 0 1
S -2.12272 -0.47599 -0.09737
F 1.48368 -0.68896 -0.18937
C 0.06139 1.29249 -0.02143
C -0.62283 -0.13584 0.02926
C 0.25356 -1.21187 0.09954
H 0.31822 1.67650 1.22332
H 0.23230 -1.73637 1.00503
H -0.78969 1.89417 -0.61565
H 1.04155 1.27228 -0.69289
H 0.14453 -1.88641 -0.74044
*
```

***

ORCA calculation (ωB97M-V/def2-TZVPD) on a molecular structure, C52H106F12N20O26S12.

Output
DFT total energy: -301292.5611 eV
Gap between HOMO and LUMO: 7.62 eV

The geometry in ORCA input format:
```
! wB97M-V def2-TZVPD RIJCOSX def2/J DEFGRID3
* xyz 2 1
S -5.60905 0.16598 -0.89711
S -1.69139 -4.70067 1.76536
S -1.45363 -2.54462 -5.75984
S 4.22887 0.19042 -1.34894
S -0.75560 3.72192 2.47601
S 2.15259 6.01752 -4.06894
S 0.16514 -4.34393 3.71131
S 4.72565 6.78500 -3.02498
S -5.81631 -1.13942 1.59538
S -2.70049 4.90650 4.30394
S 6.46194 -1.37843 -1.88335
S -2.78670 -1.04076 -3.69936
F -5.89523 -0.82391 -2.27631
F -2.24157 6.26609 4.63656
F 0.15346 -2.83156 -5.62611
F -6.74942 -2.49776 1.61599
F -0.19652 -3.49924 5.10682
F -2.33055 0.59078 -3.53363
F -3.09702 -3.87320 1.73843
F -0.05882 5.01517 1.82628
F 2.97470 0.03935 -2.33504
F 6.39126 -2.52318 -3.12023
F 5.31087 8.23310 -3.64364
F 1.83555 6.68589 -5.55186
O 0.40443 2.85932 2.72846
O -4.05483 -0.83289 -4.28120
O 3.83743 -0.24006 -0.06200
O 1.08401 6.44024 -3.26567
O 5.74507 5.84942 -3.41974
O -4.50605 7.93358 -1.44143
O 0.78216 2.62005 -0.77680
O -6.67850 1.10457 -0.95661
O -2.84469 4.28787 5.61866
O -1.02576 -4.25565 0.54745
O 2.33010 4.66590 -4.33680
O -3.88688 4.94866 3.46858
O -1.94127 -3.76275 -5.40050
O -2.52557 -1.60236 -2.45919
O -1.47356 3.30273 1.30239
O 0.44583 -5.59982 4.28675
O 7.49874 -0.53111 -2.34689
O 4.71283 7.15753 -1.61489
O -2.21076 -6.05226 1.82745
O -4.60184 -1.58934 2.22549
O -4.30233 0.63363 -1.27838
O -6.67992 -0.20183 2.33160
O 4.53802 1.55423 -1.47065
O 6.62602 -2.19891 -0.76719
O -1.56003 -2.05879 -7.05856
O 1.22608 -3.66824 3.13364
N -1.38141 4.41093 3.56913
N -5.78122 -1.01664 -0.04451
N 4.55385 -0.81705 -6.00777
N 2.49081 -0.20456 -5.68913
N -1.21238 -4.05161 3.05730
N 3.43212 6.85681 -3.80733
N -1.53844 -1.41934 -4.77823
N -3.98739 -4.93821 -1.23508
N -3.96677 -1.48433 6.05816
N 5.07995 -0.92056 -2.20604
N 2.80495 4.76677 3.63133
N 6.33497 -2.87701 2.50546
N 3.43797 -4.95317 -5.96125
N 1.57102 4.55166 5.40735
N -3.16281 -2.21700 8.00254
N -0.32904 -0.25131 0.33835
N 4.61267 -3.28603 3.80730
N -2.91945 -6.79987 -0.89435
N 2.68109 -3.71017 -4.32774
N -3.84212 4.97422 -1.64524
C 1.68249 5.06906 4.18747
C 3.74336 -0.00697 -5.30331
C -4.81261 -3.78502 -1.12654
C -4.84633 3.66703 0.37521
C -4.23108 5.92778 -2.73592
C 3.70308 -3.27828 5.00709
C 4.22362 -3.57864 2.47397
C 7.61224 -2.39958 2.06880
C -0.90803 0.81469 -0.45779
C 1.87429 -3.06087 -3.33711
C -1.72345 -0.01390 2.46033
C -4.71468 -0.70014 5.09659
C 1.32965 3.53527 -1.72169
C 0.83746 0.28432 1.11933
C -5.01441 4.72943 -0.70978
C 3.76631 4.04760 1.47284
C 5.83596 -2.88088 3.78379
C 3.48999 3.95463 4.52288
C 0.14783 -1.30976 -0.63273
C 0.92430 -4.10829 -2.71695
C 3.31059 5.28586 2.39000
C -2.51207 -8.07894 -0.37641
C -2.28772 -9.10880 -1.47295
C -2.71941 5.51044 -0.81730
C 1.25934 0.50178 -5.24133
C -3.25623 -2.67992 9.35284
C 1.59689 1.99084 -5.08042
C -5.11552 9.18826 -1.28949
C -4.10572 -1.46335 7.40978
C -2.80291 -4.91695 -2.01573
C -3.40896 3.68676 -2.28598
C -0.02112 1.62040 -1.41045
C -2.08802 -2.15717 10.22785
C 3.54778 -4.65682 5.54671
C 4.06000 -3.87571 -4.12383
C -2.23274 -6.08358 -1.84282
C -5.06689 7.12462 -2.40194
C 3.78676 -1.55641 -6.85950
C 3.43297 -5.84482 -7.09657
C -1.51859 5.82772 -1.62507
C 2.35313 -4.40508 -5.43556
C 4.53372 -4.62975 -5.12578
C 0.52375 4.68029 6.42782
C 5.97803 -0.62940 -6.01360
C -2.81827 -2.24916 5.81230
C 2.53057 -1.18230 -6.66124
C 5.26377 -3.27136 1.67294
C 1.45409 -0.78521 2.04568
C -3.98662 -6.09894 -0.55648
C -2.35536 -2.66602 6.99778
C 2.77179 3.83486 5.63426
C -1.40063 -0.83247 1.21933
H 4.32317 4.38382 0.59259
H -2.10887 -2.60286 11.20926
H 1.31661 -2.25279 -3.76862
H 3.00200 3.33270 6.54220
H -2.41666 -2.33675 4.82595
H -4.20352 4.06767 1.14222
H -4.53234 9.71778 -0.51891
H 1.50099 0.53631 0.31448
H 6.28742 0.09299 -5.29422
H 0.69092 5.59921 6.98481
H -4.70962 -6.32913 0.20075
H -1.54894 -3.29947 7.28904
H -2.45226 4.65627 -0.17506
H -2.84115 3.07034 -1.59548
H 2.40095 -5.92318 -7.45582
H 0.95445 5.71853 3.73289
H -0.43824 4.77605 5.95858
H -2.60711 -4.05185 -2.59203
H -1.49165 1.35484 0.25943
H 5.48859 -5.02424 -5.37157
H 0.95395 -0.88584 -1.20530
H -4.21599 -2.30380 9.71871
H -5.26272 -3.48494 -2.06294
H -4.97261 9.83643 -2.15549
H -4.39132 0.34379 5.06199
H -4.69940 -1.15673 4.11904
H 0.67481 3.89574 7.15231
H -6.18105 9.09928 -1.00244
H 4.24705 -2.67067 5.73735
H -5.24424 7.60750 -3.35231
H 3.01413 -5.32338 4.88714
H -2.70071 3.96526 -3.08645
H 0.55532 4.07984 -2.30716
H 4.45659 3.57906 4.22201
H -1.41993 -8.89747 -2.08613
H 3.20038 -3.85797 2.28309
H 0.47301 1.16308 1.62782
H 4.08744 0.71714 -4.61588
H -0.74094 2.09751 -2.09864
H 6.21655 -0.31870 -7.01482
H 1.61604 -1.43742 -7.11195
H 2.48212 5.87184 1.99063
H -5.81713 4.43847 -1.35103
H -3.26782 6.26051 -3.13038
H 1.84606 4.30951 -1.15158
H 1.71850 2.57134 -5.98190
H 2.92997 3.52789 1.02852
H -1.25322 5.03929 -2.29517
H 1.67781 -1.69200 1.50328
H 0.46247 0.21578 -5.92835
H -1.05276 -1.78860 1.58765
H -6.07376 6.80921 -2.05638
H -5.75389 -0.72766 5.41889
H 0.63686 1.00343 -2.02760
H -0.70641 -1.54278 -1.27704
H 2.75491 -2.84994 4.82698
H -1.27902 -6.47887 -2.16209
H 6.47707 -1.52868 -5.68298
H -2.48162 -0.57334 3.00378
H -1.60424 0.27486 -1.12486
H 6.37771 -2.58864 4.63934
H -2.08489 -10.07077 -1.00358
H -0.67433 5.94178 -0.95653
H -1.15357 -2.33577 9.69575
H 7.51609 -1.63393 1.32420
H -4.74178 5.40842 -3.54709
H -3.20792 -9.17647 -2.06479
H -1.68762 -7.83140 0.28821
H 8.27317 -3.16908 1.65446
H 0.94184 0.04243 -4.30005
H 1.29666 -4.47551 -5.72399
H -5.61415 -4.05636 -0.43292
H -4.83888 -0.91168 7.98053
H 4.26457 -2.16595 -7.60799
H -2.21808 -1.08423 10.37888
H 4.50357 -5.07881 5.80954
H -4.24546 -2.91764 -0.80252
H 3.93012 -6.75598 -6.82314
H 8.11364 -2.05129 2.97897
H 4.18719 5.84804 2.64326
H -4.27847 3.13815 -2.64110
H 5.41027 -3.32552 0.59932
H 2.47394 -2.69939 -2.50480
H -1.52188 6.69530 -2.28201
H 4.50227 3.44762 1.96512
H -3.07152 6.34792 -0.24317
H 0.39206 -3.64736 -1.87566
H -3.40600 -3.78588 9.32017
H -3.33899 -8.40748 0.24074
H 2.49657 2.13580 -4.50083
H -2.26133 -1.07434 0.57657
H 3.91682 -5.41318 -7.97413
H -4.46351 2.75330 -0.08303
H 2.04593 2.98134 -2.32964
H 0.86283 -1.01789 2.92108
H 2.42661 -0.37264 2.32600
H 3.01431 -4.63536 6.50127
H -2.06390 1.00608 2.47949
H 0.15400 -4.54140 -3.36339
H -5.85392 3.49776 0.76620
H 1.51551 -4.98430 -2.44129
H -0.95437 -0.01759 3.23524
H 4.49021 -3.38555 -3.27532
H -5.07965 5.69283 -0.24288
H 0.50284 -2.17017 -0.05240
H 0.71321 2.38513 -4.58528
*
```

***

ORCA calculation (ωB97M-V/def2-TZVPD) on 2 unconnected molecules or ions with the total composition C12H17N.

Output
SMILES string: Cc1c[nH]c2ccccc12.CCC
DFT total energy: -14209.4737 eV
Gap between HOMO and LUMO: 8.82 eV

The geometry in ORCA input format:
```
! wB97M-V def2-TZVPD RIJCOSX def2/J DEFGRID3
* xyz 0 1
N 3.39753 -0.55901 -0.73424
C 1.42938 -3.49942 0.29021
C -2.42537 1.51412 -0.65964
C 1.62334 -0.89403 0.57240
C -3.26736 1.45335 -1.92181
C 3.15964 -1.90991 -0.68843
C -3.34679 1.04380 0.44154
C 2.07625 -2.15040 0.06892
C 2.31165 1.45482 0.31981
C 0.55595 -0.50258 1.39705
C 0.39506 0.83363 1.67213
C 1.25534 1.82675 1.12662
C 2.47161 0.09073 0.02403
H 1.95173 -4.17839 0.98231
H 1.28762 -3.96261 -0.68039
H -3.05100 1.49880 1.38122
H 2.97143 2.14713 -0.09942
H -0.42417 1.16512 2.28215
H -2.99451 2.33346 -2.51708
H 0.43883 -3.29706 0.69280
H -4.29432 1.55273 -1.55023
H -4.38779 1.34745 0.12003
H 3.73943 -2.69661 -1.23896
H -3.10478 0.54544 -2.50488
H -1.57899 0.87764 -0.75401
H 1.15306 2.86966 1.39361
H 4.08945 -0.15302 -1.26495
H -0.08175 -1.23970 1.87445
H -2.09096 2.53879 -0.49823
H -3.25952 -0.05067 0.47299
*
```

***

ORCA calculation (ωB97M-V/def2-TZVPD) on CH3NOS in the gas phase.

Output
DFT total energy: -15455.4577 eV
Gap between HOMO and LUMO (alpha / beta): 6.76 / 7.97 eV

The geometry in ORCA input format:
```
! wB97M-V def2-TZVPD RIJCOSX def2/J DEFGRID3
* xyz 0 1
S 0.41564 0.42613 -1.55897
O 1.38802 1.55884 -1.79635
N 0.17211 0.18235 0.11397
C -0.75033 -0.59212 0.67889
H -0.69558 -1.13280 1.66587
H 0.98932 0.42085 0.77061
H -1.51917 -0.86324 0.12598
*
```

***

| no. | largest force on an atom (eV Å⁻¹) |
| --- | --- |
| 1 | 1.215 |
| 2 | 4.581 |
| 3 | 4.354 |
| 4 | 7.575 |
| 5 | 2.203 |
| 6 | 4.582 |